Arrangement one

Computed, not measured: a 3-piece molecular cluster, C3H11NO3 overall, with ωB97M-V/def2-TZVPD.

## Properties
* 2S+1: 1
* Kohn-Sham gap: 0.3658 Ha
* SMILES: NCCC=O.O.O

Last column: Löwdin charge in e.
Geometry (Å):
C 0.418 0.422 1.819  -0.263
C -0.158 0.626 0.402  -0.154
C -0.209 2.059 -0.072  -0.287
O -0.851 2.877 0.509  0.061
N 1.102 -0.868 1.924  -0.010
H -0.299 0.515 2.634  0.112
H 1.129 1.225 2.029  0.111
H -1.170 0.295 0.133  0.127
H 0.458 -0.118 -0.110  0.087
H 0.370 2.398 -0.943  0.112
H 0.588 -1.464 2.537  0.061
H 2.107 -0.879 1.976  0.068
H -1.301 0.853 -4.419  0.031
H -0.232 0.788 -3.437  0.033
O -1.134 0.446 -3.563  -0.067
H -0.558 -3.808 -0.477  0.033
H 0.320 -2.522 -0.449  0.009
O -0.580 -2.845 -0.491  -0.065

=====

Arrangement two

Computed, not measured: a 3-piece molecular cluster, C3H11NO3 overall, with ωB97M-V/def2-TZVPD.

## Properties
* 2S+1: 1
* Kohn-Sham gap: 0.3491 Ha
* SMILES: CNCC=O.O.O

Last column: Löwdin charge in e.
Geometry (Å):
C -0.241 0.406 -1.389  -0.144
N -0.653 -0.984 -1.438  -0.167
C -0.526 -1.780 -0.196  -0.173
C 0.664 -1.362 0.686  -0.249
O 0.639 -1.554 1.903  0.023
H -0.942 0.929 -2.109  0.101
H -0.411 0.774 -0.337  0.070
H 0.833 0.465 -1.614  0.069
H -1.643 -1.030 -1.670  0.091
H -0.085 -2.740 -0.632  0.147
H -1.445 -1.687 0.414  0.127
H 1.548 -1.176 0.161  0.087
H 3.176 1.193 1.091  0.033
H 2.517 2.124 0.357  0.073
O 2.847 1.194 0.189  -0.079
H -1.386 1.746 1.982  0.032
H -2.621 1.517 0.924  0.011
O -2.271 1.966 1.678  -0.051

=====

Winner for stability: arrangement one

=====

Arrangement one

Computed, not measured: a 3-piece molecular cluster, C3H11NO3 overall, with ωB97M-V/def2-TZVPD.

## Properties
* 2S+1: 1
* Kohn-Sham gap: 0.3543 Ha
* SMILES: CN(C)C=O.O.O

Last column: Löwdin charge in e.
Geometry (Å):
C 0.106 -0.948 3.269  -0.294
N 1.141 -0.555 2.345  -0.199
C 1.025 0.630 1.474  -0.079
C 2.059 -1.584 1.883  -0.101
O -0.694 -0.141 3.680  0.023
H 0.193 -1.988 3.723  0.145
H 0.236 0.735 0.718  0.075
H 2.054 0.936 1.036  0.113
H 0.815 1.522 2.095  0.078
H 2.654 -1.430 1.060  0.043
H 1.448 -2.596 1.791  0.111
H 2.704 -1.901 2.735  0.085
H -1.665 1.712 -5.571  -0.009
H -2.637 2.383 -6.562  0.075
O -1.668 2.321 -6.283  -0.074
H -1.830 0.133 -2.245  0.045
H -3.378 0.132 -2.493  0.040
O -2.564 0.638 -2.657  -0.079

=====

Arrangement two

Computed, not measured: a 2-piece molecular cluster, C3H11NO3 overall, with ωB97M-V/def2-TZVPD.

## Properties
* 2S+1: 1
* Kohn-Sham gap: 0.3890 Ha
* SMILES: NC(CO)CO.O

Last column: Löwdin charge in e.
Geometry (Å):
C 1.382 -0.089 -0.534  -0.226
O 2.388 -0.159 0.465  -0.056
C 0.125 -0.758 0.000  -0.365
C -0.670 -1.340 -1.169  -0.210
O -2.107 -1.372 -1.062  -0.072
N -0.640 0.234 0.761  0.028
H 1.749 -0.479 -1.484  0.119
H 1.150 0.977 -0.707  0.128
H 2.794 0.670 0.704  0.079
H 0.366 -1.558 0.717  0.149
H -0.527 -0.676 -2.031  0.125
H -0.377 -2.369 -1.364  0.123
H -2.335 -2.147 -0.547  0.078
H -1.444 -0.219 1.179  0.084
H -1.095 0.839 0.074  0.089
H 0.564 3.001 1.314  0.020
H -0.564 2.026 1.602  0.005
O -0.398 2.960 1.338  -0.097

=====

Arrangement three

Computed, not measured: a 3-piece molecular cluster, C3H11NO3 overall, with ωB97M-V/def2-TZVPD.

## Properties
* 2S+1: 1
* Kohn-Sham gap: 0.3672 Ha
* SMILES: C[C@@H](N)C=O.O.O

Last column: Löwdin charge in e.
Geometry (Å):
O -1.704 1.205 1.024  0.051
C -1.668 0.006 1.054  -0.248
C -0.434 -0.877 1.149  -0.411
C -0.452 -1.685 -0.195  -0.028
N 0.707 -0.052 1.340  0.056
H -2.587 -0.629 1.043  0.127
H -0.652 -1.613 1.941  0.138
H 0.161 -2.597 -0.121  0.085
H 0.161 -1.136 -0.921  0.066
H -1.477 -1.892 -0.494  0.075
H 0.645 0.598 2.101  0.083
H 1.463 0.117 0.703  0.066
H 1.607 0.411 -1.672  -0.006
H 2.973 1.094 -1.858  0.032
O 2.555 0.243 -1.757  -0.059
H -0.750 2.807 -1.610  0.037
H -0.412 1.854 -0.429  -0.014
O -0.137 2.144 -1.297  -0.049

=====

Arrangement four

Computed, not measured: a 3-piece molecular cluster, C3H11NO3 overall, with ωB97M-V/def2-TZVPD.

## Properties
* 2S+1: 1
* Kohn-Sham gap: 0.3893 Ha
* SMILES: CCC(N)=O.O.O

Last column: Löwdin charge in e.
Geometry (Å):
C 0.877 0.595 1.744  -0.082
C -0.144 0.862 0.623  -0.158
C -1.447 0.092 0.718  -0.544
N -1.963 -0.213 1.955  0.153
O -2.064 -0.116 -0.310  0.037
H 1.366 1.566 1.907  0.073
H 0.293 0.586 2.669  0.061
H 1.589 -0.181 1.475  0.078
H 0.158 0.655 -0.394  0.094
H -0.465 1.900 0.717  0.124
H -1.382 -0.598 2.670  0.082
H -2.925 -0.503 1.897  0.103
H 3.007 -0.147 -2.372  0.031
H 1.539 -0.193 -2.531  -0.033
O 2.266 0.423 -2.588  -0.061
H -0.229 -2.272 -3.127  0.051
H -0.594 -0.913 -2.445  0.042
O 0.118 -1.543 -2.607  -0.049

=====

Winner for stability: arrangement four

=====

Arrangement one

Computed, not measured: a 2-piece molecular cluster, C3H11NO3 overall, with ωB97M-V/def2-TZVPD.

## Properties
* 2S+1: 1
* Kohn-Sham gap: 0.3813 Ha
* SMILES: NC(CO)CO.O

Last column: Löwdin charge in e.
Geometry (Å):
C -0.514 0.309 -1.363  -0.205
O -1.107 1.350 -2.128  -0.063
C -0.591 0.651 0.147  -0.345
C -1.011 -0.541 1.030  -0.204
O 0.044 -1.418 1.437  -0.098
N 0.668 1.156 0.674  0.048
H -1.202 -0.515 -1.545  0.122
H 0.515 0.076 -1.643  0.107
H -0.759 2.209 -1.863  0.084
H -1.424 1.345 0.304  0.145
H -1.580 -1.284 0.452  0.121
H -1.601 -0.230 1.893  0.116
H 0.617 -0.915 2.027  0.080
H 1.506 0.963 0.146  0.070
H 0.714 2.159 0.806  0.076
H 1.774 -1.294 -0.748  -0.012
H 1.818 -1.985 0.640  0.011
O 2.132 -2.038 -0.268  -0.053

=====

Arrangement two

Computed, not measured: a 3-piece molecular cluster, C3H11NO3 overall, with ωB97M-V/def2-TZVPD.

## Properties
* 2S+1: 1
* Kohn-Sham gap: 0.3868 Ha
* SMILES: CCNC=O.O.O

Last column: Löwdin charge in e.
Geometry (Å):
C 0.708 -0.393 -0.398  -0.383
N -0.167 -1.273 0.187  0.011
C -1.499 -1.470 -0.354  -0.247
C -2.559 -1.833 0.732  -0.086
O 1.629 0.168 0.126  0.025
H 0.513 -0.304 -1.484  0.137
H -0.048 -1.519 1.157  0.134
H -1.834 -0.469 -0.626  0.100
H -1.575 -2.227 -1.135  0.109
H -3.376 -2.212 0.128  0.061
H -2.342 -2.554 1.510  0.068
H -3.107 -0.960 1.133  0.067
H -2.803 2.524 0.617  0.051
H -1.424 1.950 1.142  0.032
O -2.371 1.797 1.102  -0.061
H 4.220 1.497 -2.001  0.042
H 3.431 2.162 -0.940  0.009
O 4.327 2.139 -1.272  -0.068

=====

Winner for stability: arrangement two

=====

Arrangement one

Computed, not measured: a 3-piece molecular cluster, C3H11NO3 overall, with ωB97M-V/def2-TZVPD.

## Properties
* 2S+1: 1
* Kohn-Sham gap: 0.3894 Ha
* SMILES: CCNC=O.O.O

Last column: Löwdin charge in e.
Geometry (Å):
C 0.713 -0.255 -0.311  -0.303
N -0.090 -1.244 0.275  0.001
C -1.335 -1.720 -0.384  -0.260
C -2.320 -2.054 0.719  -0.093
O 1.525 0.554 0.249  -0.056
H 0.483 -0.122 -1.449  0.149
H -0.143 -1.235 1.307  0.138
H -1.839 -0.979 -1.049  0.122
H -1.100 -2.700 -0.770  0.101
H -3.305 -2.149 0.567  0.026
H -1.880 -2.959 1.185  0.094
H -2.251 -1.163 1.407  0.094
H -2.775 1.565 -0.099  0.070
H -1.573 2.254 0.683  0.041
O -2.506 1.968 0.797  -0.106
H 3.925 1.248 -1.755  0.057
H 3.334 2.485 -0.818  0.054
O 4.158 2.058 -1.205  -0.128

=====

Arrangement two

Computed, not measured: a 4-piece molecular cluster, C3H11NO3 overall, with ωB97M-V/def2-TZVPD.

## Properties
* 2S+1: 1
* Kohn-Sham gap: 0.3380 Ha
* SMILES: C=CN=C.O.O.O

Last column: Löwdin charge in e.
Geometry (Å):
C 2.426 0.830 1.226  -0.267
C 3.224 0.524 2.232  0.024
C 1.782 0.195 -0.905  -0.016
N 2.002 -0.142 0.303  -0.060
H 2.296 1.874 0.942  0.102
H 3.291 -0.526 2.497  0.065
H 3.681 1.283 2.848  0.055
H 2.223 -0.439 -1.678  0.083
H 1.253 1.089 -1.258  0.088
H 0.164 -0.841 0.801  -0.003
H -0.925 -1.433 1.822  0.051
O -0.410 -1.585 1.026  -0.058
H -3.540 1.073 -1.669  0.003
H -4.527 0.668 -2.784  0.026
O -4.172 1.422 -2.308  -0.064
H -3.291 -1.382 -1.083  0.039
H -1.917 -1.431 -0.400  0.004
O -2.486 -0.869 -0.951  -0.070

=====

Winner for stability: arrangement one

=====

Arrangement one

Computed, not measured: one molecule with the formula C3H3BrOS, with ωB97M-V/def2-TZVPD.

## Properties
* 2S+1: 1
* Kohn-Sham gap: 0.2975 Ha
* SMILES: CC(=O)C(=S)Br

Last column: Löwdin charge in e.
Geometry (Å):
C -0.119 -0.473 -0.519  -0.578
C -0.345 1.016 -0.664  -1.001
C 0.359 -0.691 0.880  -0.065
O -0.581 -1.281 -1.269  0.120
S -1.124 1.900 0.441  0.771
Br 0.167 1.764 -2.561  0.509
H -0.264 -0.797 1.801  0.114
H 0.933 -1.587 0.843  0.080
H 0.974 0.148 1.048  0.050

=====

Arrangement two

Computed, not measured: one molecule with the formula C3H3BrOS, with ωB97M-V/def2-TZVPD.

## Properties
* 2S+1: 1
* Kohn-Sham gap (alpha / beta): 0.3006 / 0.3006 Ha
* SMILES: O=C(Br)CC=S

Last column: Löwdin charge in e.
Geometry (Å):
C -1.119 -0.369 -0.446  -0.676
C 0.866 0.911 0.205  -0.543
C 0.000 -0.286 0.325  -0.324
O 0.574 1.878 -0.389  0.124
S -2.691 -1.003 -0.241  0.648
Br 3.010 0.604 0.843  0.358
H -0.746 -0.105 -1.543  0.123
H -0.345 -0.397 1.321  0.119
H 0.451 -1.233 -0.075  0.172

=====

Winner for stability: arrangement one

=====

Arrangement one

Computed, not measured: a 2-piece molecular cluster, C2H9N2O overall, with ωB97M-V/def2-TZVPD.

## Properties
* 2S+1: 1
* net charge: -1
* Kohn-Sham gap: 0.2766 Ha

Last column: Löwdin charge in e.
Geometry (Å):
C -0.386 2.387 -0.714  -0.423
O 0.277 1.288 -0.267  -0.427
H -0.024 2.762 -1.699  0.031
H -1.482 2.219 -0.874  0.038
H -0.337 3.254 -0.016  0.030
N -0.693 -0.810 1.181  -0.049
C 0.382 -1.643 0.614  -0.428
N 0.512 -1.446 -0.820  -0.042
H -0.422 0.161 0.881  0.018
H -0.688 -0.865 2.195  0.026
H 1.357 -1.424 1.067  0.085
H 0.144 -2.703 0.786  0.079
H -0.350 -1.786 -1.236  0.037
H 0.481 -0.414 -0.973  0.024

=====

Arrangement two

Computed, not measured: a 2-piece molecular cluster, C2H9N2O overall, with ωB97M-V/def2-TZVPD.

## Properties
* 2S+1: 1
* net charge: -1
* Kohn-Sham gap: 0.2648 Ha

Last column: Löwdin charge in e.
Geometry (Å):
C -0.163 1.361 2.157  -0.456
O -0.211 1.136 0.807  -0.443
H 0.795 1.754 2.542  0.025
H -1.002 1.994 2.535  0.026
H -0.325 0.404 2.721  0.028
N 0.283 -1.556 -0.008  -0.052
C 0.057 -1.276 -1.459  -0.394
N 0.051 0.110 -1.830  -0.034
H 1.011 -0.918 0.326  0.037
H -0.459 -1.044 0.480  0.027
H 0.868 -1.807 -1.956  0.075
H -0.920 -1.737 -1.605  0.087
H -0.778 0.595 -1.501  0.038
H 0.740 0.639 -1.302  0.036

=====

Winner for stability: arrangement one